Run one
C2H6O2 | wB97M-V/def2-TZVPD

Bonds (Å) are listed after each position.
Element x y z (Å)
1 C -2.002 -0.329 0.842  O2 1.422, H3 1.085, H4 1.083, H5 1.086
2 O -1.407 -1.464 0.227  C1 1.422, H6 0.961
3 H -2.920 -0.098 0.311  C1 1.085
4 H -2.253 -0.541 1.873  C1 1.083
5 H -1.330 0.524 0.864  C1 1.086
6 H -0.465 -1.313 0.112  O2 0.961
7 O 1.492 1.012 -1.475  C8 1.197
8 C 2.594 0.805 -1.056  O7 1.197, H9 1.107, H10 1.103
9 H 2.920 1.100 -0.040  C8 1.107
10 H 3.371 0.305 -1.658  C8 1.103

Computed properties:
Frontier orbital gap = 10.85 eV
SMILES = C=O.CO

Run two
C2H6O2 | wB97M-V/def2-TZVPD

Bonds (Å) are listed after each position.
Element x y z (Å)
1 C -0.556 0.397 -0.431  C2 1.493, H4 1.086, H5 1.133, O9 1.442
2 C 0.774 0.318 0.242  C1 1.493, H6 1.198, H7 1.082, O10 1.379
3 H -1.702 -0.679 0.816  O9 0.988
4 H -0.474 0.374 -1.514  C1 1.086
5 H -1.129 1.334 -0.151  C1 1.133
6 H 0.376 0.162 1.361  C2 1.198
7 H 1.464 1.149 0.175  C2 1.082
8 H 0.942 -1.541 -0.173  O10 1.040
9 O -1.241 -0.813 -0.047  C1 1.442, H3 0.988
10 O 1.545 -0.700 -0.278  C2 1.379, H8 1.040

Computed properties:
Frontier orbital gap = 10.93 eV
SMILES = OCCO

How far above the most stable structure does each one sit? In kcal/mol: run one 10.1; run two 0.0.